1.
Formula: C6H5O6Yb
Source: the OMol25 dataset
Level of theory: the ωB97M-V functional and the def2-TZVPD basis

CARTESIAN COORDINATES (ANGSTROEM)
1 O -2.178 0.398 -2.547
2 C -1.381 0.257 -1.645
3 Yb -0.197 0.952 1.856
4 O 1.383 -1.418 0.122
5 C 0.215 -1.244 -0.268
6 C -1.166 0.999 -0.362
7 O -0.226 1.826 -0.158
8 C -0.872 -1.302 0.770
9 O -1.554 -2.067 1.367
10 C -0.155 -0.720 -1.637
11 O 0.586 -0.736 -2.605
12 H -1.925 0.830 0.522
13 C 2.853 1.249 1.257
14 O 1.774 1.783 2.076
15 H 3.597 2.030 1.072
16 H 2.426 0.901 0.316
17 H 3.300 0.401 1.782
18 H 2.107 2.481 2.670

The orbital gap (spin up / spin down) comes out at 7.416 / 6.897 eV. Its net charge is +2. Its spin multiplicity is 2. The value obtained for the HOMO energy (spin up / spin down) is -0.660 / -0.671 Ha. As for the lowest unoccupied orbital energy (spin up / spin down): -0.3871 / -0.4174 Eh.

=====

2.
Formula: C6H5OP
Source: the OMol25 dataset
Level of theory: the ωB97M-V functional and the def2-TZVPD basis

CARTESIAN COORDINATES (ANGSTROEM)
1 C -0.403 0.681 0.264
2 C 0.924 0.826 0.508
3 C -0.870 -0.764 0.153
4 C 1.801 -0.335 0.317
5 C -0.342 -1.378 -1.004
6 C 1.326 -1.326 1.383
7 O 0.124 -1.492 1.393
8 P 1.312 -1.221 -1.353
9 H -1.174 1.387 0.319
10 H 1.507 1.705 0.732
11 H -1.838 -1.192 0.431
12 H 2.808 0.023 0.125
13 H -0.967 -2.062 -1.448

The orbital gap (spin up / spin down) comes out at 7.511 / 7.510 eV. Its net charge is 0. Its spin multiplicity is 1. The value obtained for the HOMO energy (spin up / spin down) is -0.292 / -0.292 Ha. As for the lowest unoccupied orbital energy (spin up / spin down): -0.0161 / -0.0161 Eh.

=====

3.
Formula: C6H5P
Source: the OMol25 dataset
Level of theory: the ωB97M-V functional and the def2-TZVPD basis

CARTESIAN COORDINATES (ANGSTROEM)
1 H -1.750 -2.264 0.287
2 P -2.573 -1.616 1.201
3 C -1.610 -0.195 0.893
4 C -1.415 0.884 1.680
5 C -0.506 1.723 1.794
6 C 0.703 1.784 1.065
7 C 0.733 0.807 0.105
8 C -0.398 -0.197 -0.191
9 H 1.531 2.334 1.465
10 H 1.556 0.659 -0.491
11 H -0.895 0.225 -1.134
12 H -0.037 -1.317 -0.201

The orbital gap comes out at 7.184 eV. Its net charge is 0. Its spin multiplicity is 1. As for the SMILES: [H]/P=C1/C#CC=CC1. The value obtained for the HOMO energy is -0.289 Ha. As for the lowest unoccupied orbital energy: -0.0252 Eh.

=====

4.
Formula: C6H6
Source: the OMol25 dataset
Level of theory: the ωB97M-V functional and the def2-TZVPD basis

CARTESIAN COORDINATES (ANGSTROEM)
1 C -0.411 1.032 -3.708
2 C -0.481 0.806 -2.525
3 C -0.533 0.525 -1.172
4 C -0.550 0.257 0.006
5 C -0.462 -0.151 1.410
6 C 0.910 -0.766 1.712
7 H -0.336 1.223 -4.756
8 H -0.646 0.712 2.061
9 H -1.258 -0.876 1.620
10 H 0.936 -1.182 2.724
11 H 1.132 -1.568 1.001
12 H 1.698 -0.012 1.626

The orbital gap comes out at 10.270 eV. Its net charge is 0. Its spin multiplicity is 1. As for the SMILES: C#CC#CCC. The value obtained for the HOMO energy is -0.341 Ha. As for the lowest unoccupied orbital energy: 0.0363 Eh.

=====

5.
Formula: C6H6
Source: the OMol25 dataset
Level of theory: the ωB97M-V functional and the def2-TZVPD basis

CARTESIAN COORDINATES (ANGSTROEM)
1 C 2.132 -0.811 0.089
2 C 0.983 -0.613 0.383
3 C -0.408 -0.129 0.386
4 C -1.196 -0.973 -0.646
5 C -0.223 1.338 0.255
6 C 0.140 2.474 0.432
7 H 3.152 -0.863 -0.209
8 H -0.902 -0.251 1.357
9 H -0.558 -1.242 -1.492
10 H -1.479 -1.909 -0.150
11 H -2.105 -0.497 -1.019
12 H 0.463 3.477 0.613

The orbital gap comes out at 10.750 eV. Its net charge is 0. Its spin multiplicity is 1. As for the SMILES: C#CC(C)C#C. The value obtained for the HOMO energy is -0.359 Ha. As for the lowest unoccupied orbital energy: 0.0365 Eh.

=====

6.
Formula: C6H6
Source: the OMol25 dataset
Level of theory: the ωB97M-V functional and the def2-TZVPD basis

CARTESIAN COORDINATES (ANGSTROEM)
1 C -1.011 1.738 1.435
2 C -0.365 0.851 0.922
3 C 0.428 -0.183 0.334
4 C 1.493 -0.666 1.002
5 C 0.093 -0.700 -0.997
6 C -0.940 -0.244 -1.703
7 H -1.581 2.536 1.856
8 H 1.755 -0.314 1.979
9 H 2.101 -1.453 0.591
10 H 0.781 -1.434 -1.421
11 H -1.113 -0.618 -2.691
12 H -1.640 0.488 -1.308

The orbital gap comes out at 9.513 eV. Its net charge is 0. Its spin multiplicity is 1. As for the SMILES: C#CC(=C)C=C. The value obtained for the HOMO energy is -0.326 Ha. As for the lowest unoccupied orbital energy: 0.0238 Eh.

=====

7.
Formula: C6H6
Source: the OMol25 dataset
Level of theory: the ωB97M-V functional and the def2-TZVPD basis

CARTESIAN COORDINATES (ANGSTROEM)
1 C -3.098 0.974 -1.950
2 C -2.037 0.484 -1.656
3 C -0.798 0.092 -1.189
4 C 0.270 -0.015 -0.635
5 C 1.428 0.014 0.257
6 C 1.139 -0.793 1.527
7 H -4.011 1.485 -2.157
8 H 2.339 -0.332 -0.241
9 H 1.589 1.069 0.514
10 H 1.970 -0.719 2.234
11 H 0.234 -0.414 2.012
12 H 0.974 -1.846 1.284

The orbital gap comes out at 10.233 eV. Its net charge is 0. Its spin multiplicity is 1. As for the SMILES: C#CC#CCC. The value obtained for the HOMO energy is -0.340 Ha. As for the lowest unoccupied orbital energy: 0.0362 Eh.

=====

8.
Formula: C6H6
Source: the OMol25 dataset
Level of theory: the ωB97M-V functional and the def2-TZVPD basis

CARTESIAN COORDINATES (ANGSTROEM)
1 C -1.346 0.837 -0.390
2 C -0.862 -0.416 0.336
3 C 0.341 -2.003 -0.986
4 C 0.467 -0.941 -0.223
5 C 1.709 -0.323 0.113
6 C 2.748 0.188 0.448
7 H -2.229 1.247 0.110
8 H -0.572 1.611 -0.411
9 H -1.616 0.598 -1.423
10 H -1.618 -1.205 0.271
11 H -0.694 -0.223 1.401
12 H 3.672 0.629 0.753

The orbital gap comes out at 9.052 eV. Its net charge is 0. Its spin multiplicity is 1. The value obtained for the HOMO energy is -0.351 Ha. As for the lowest unoccupied orbital energy: -0.0183 Eh.

=====

Number 1: energy -1840.92898 Ha. Number 2: energy -648.04601 Ha. Number 3: energy -572.76549 Ha. Number 4: energy -232.09936 Ha. Number 5: energy -232.06969 Ha. Number 6: energy -232.11476 Ha. Number 7: energy -232.09382 Ha. Number 8: energy -232.01736 Ha.